Record 1
Here is 8 unconnected molecules or ions with the total composition C28H84N8O10 from the Open Molecules 2025 dataset. Energies are from ωB97M-V with the def2-TZVPD basis set.

Structure (XYZ):
```
130
Properties=species:S:1:pos:R:3:mulliken_charge:R:1
C -4.10097 -7.61035 -0.69071 -1.40
C -3.16040 -6.45212 -1.02954 0.11
C -3.62823 -5.07991 -0.61709 -0.96
O -2.60831 -4.18334 -1.02502 0.16
C -2.92124 -2.79781 -0.66636 -1.40
N -1.70381 -6.73196 -0.41511 -0.27
H -1.01727 -6.11082 -0.81879 0.25
H -1.75030 -6.60723 0.58608 0.36
H -1.38547 -7.67498 -0.58673 0.41
H -4.15924 -7.77921 0.38456 0.40
H -3.72738 -8.57745 -1.02726 0.46
H -5.08636 -7.41163 -1.11213 0.40
H -2.94292 -6.36361 -2.09394 0.16
H -3.69128 -4.96541 0.46505 0.47
H -4.57852 -4.81399 -1.08006 0.55
H -3.81372 -2.46552 -1.19661 0.44
H -2.13813 -2.04580 -0.76275 0.25
H -3.12693 -2.74980 0.40298 0.63
C 4.80101 1.71451 5.70400 -1.46
C 3.71553 2.76100 5.38230 0.12
C 2.85125 2.26041 4.26113 -0.16
O 1.73682 3.04721 4.01455 -0.44
C 0.69259 2.51974 3.24095 -0.29
N 2.89639 3.01871 6.63859 -0.30
H 3.26595 3.62957 7.35299 0.37
H 2.06800 3.55410 6.42128 0.33
H 2.58904 2.16482 7.08188 0.35
H 4.44507 0.76366 6.10060 0.41
H 5.47407 2.01138 6.50833 0.44
H 5.47205 1.49686 4.87308 0.38
H 4.11859 3.76220 5.22987 0.35
H 2.48787 1.25594 4.47815 0.33
H 3.49473 2.26704 3.38137 -0.03
H -0.12368 3.24087 3.28315 0.32
H 0.35950 1.59854 3.71900 0.05
H 1.01583 2.36688 2.21126 0.22
C -3.88886 1.45008 0.04639 -1.33
C -3.75370 0.39452 1.14079 1.67
C -2.86453 0.85276 2.37179 -0.61
O -2.97108 -0.07487 3.45865 -0.44
C -2.39235 0.45749 4.66342 -0.64
N -5.14832 0.08583 1.73877 -0.09
H -5.15642 0.09245 2.74872 0.36
H -5.86676 0.70886 1.39852 0.40
H -5.45670 -0.84394 1.49277 0.32
H -4.35522 2.31658 0.51522 0.58
H -4.51989 1.08693 -0.76479 0.47
H -2.94398 1.79645 -0.37235 0.00
H -3.41959 -0.52669 0.66346 -1.30
H -3.17015 1.84219 2.71197 0.56
H -1.85424 0.91740 1.96776 0.27
H -2.93207 -0.01526 5.48397 0.30
H -2.48655 1.53566 4.79296 0.35
H -1.36151 0.10393 4.68500 0.15
C 0.47856 -2.44197 1.34583 -1.20
C 1.58501 -3.43638 1.83529 0.14
C 1.77442 -3.41197 3.35780 -0.75
O 2.79429 -4.35411 3.64735 -0.39
C 3.21425 -4.26151 5.01636 -0.73
N 1.14324 -4.86302 1.43161 -0.22
H 1.79309 -5.45502 1.92895 0.38
H 0.26255 -5.09136 1.87018 0.33
H 1.19332 -4.97456 0.42904 0.33
H 0.65966 -1.48548 1.83617 0.35
H -0.55365 -2.73506 1.53747 0.40
H 0.50856 -2.24539 0.27413 0.16
H 2.54438 -3.26388 1.34748 0.39
H 0.87060 -3.71450 3.88666 0.52
H 2.20679 -2.44878 3.62879 0.38
H 2.33404 -4.44325 5.63305 0.34
H 3.73672 -3.32789 5.22482 0.26
H 3.88932 -5.08294 5.25643 0.30
C -0.48322 -4.25925 -4.88890 -1.34
C -0.92864 -2.83898 -4.42829 0.15
C -2.42724 -2.89239 -4.14441 -0.58
O -2.75853 -1.72452 -3.39002 -0.10
C -3.13639 -0.64929 -4.22148 -0.75
N -0.16904 -2.34312 -3.20384 0.16
H -0.61125 -1.47472 -2.93846 -0.06
H -0.11480 -3.00084 -2.43928 0.14
H 0.81328 -2.21893 -3.40317 0.48
H -1.01919 -4.44924 -5.81881 0.41
H -0.84668 -5.00544 -4.18236 0.25
H 0.59178 -4.37718 -5.02515 0.43
H -0.64786 -2.12223 -5.20001 0.33
H -2.64888 -3.88269 -3.74656 0.10
H -2.95191 -2.84172 -5.09849 0.55
H -2.40394 -0.43623 -5.00008 0.37
H -3.28015 0.20495 -3.55990 0.08
H -4.08579 -0.76789 -4.74368 0.37
C 3.65709 2.15637 0.36711 -1.22
C 3.90630 1.94473 -1.13959 0.17
C 5.29180 2.56291 -1.63854 -0.93
O 5.38164 2.34984 -3.02587 -0.30
C 6.62782 2.61453 -3.54675 -0.79
N 3.84292 0.45419 -1.50059 -0.04
H 3.02681 -0.00624 -1.12367 0.05
H 3.82001 0.17294 -2.47037 0.41
H 4.60749 0.02222 -1.00167 0.43
H 2.82712 1.49183 0.60720 0.18
H 3.35981 3.20092 0.46004 0.44
H 4.54798 1.97340 0.96790 0.52
H 3.05978 2.44843 -1.60628 0.22
H 6.07010 2.09512 -1.03565 0.45
H 5.30820 3.64224 -1.48728 0.50
H 7.46294 2.11337 -3.05736 0.35
H 6.84613 3.67362 -3.40976 0.33
H 6.71347 2.37296 -4.60619 0.27
C -1.23465 7.72376 -4.91498 -1.45
C -1.54421 7.59754 -3.40668 0.26
C -1.82540 6.17702 -2.91759 -0.79
O -0.71536 5.40699 -2.81314 -0.38
C -0.98889 3.98542 -2.64411 -0.57
N -0.36120 8.19484 -2.64137 -0.29
H -0.26832 9.15295 -2.94714 0.37
H -0.72804 8.34264 -1.71202 0.35
H 0.53268 7.72647 -2.68256 0.31
H -0.21972 7.46539 -5.21709 0.40
H -1.40565 8.70818 -5.35062 0.42
H -1.83111 7.10035 -5.58109 0.37
H -2.38151 8.26037 -3.18835 0.32
H -2.58871 5.64891 -3.48904 0.47
H -2.31970 6.16587 -1.94618 0.44
H -0.08516 3.43851 -2.37533 0.02
H -1.49050 3.53197 -3.49901 0.40
H -1.55901 3.86380 -1.72309 0.31
N 0.02723 0.78707 -1.07637 0.87
O 0.89450 -0.01445 -1.22478 -0.62
O -1.11744 0.53936 -1.35859 -0.59
O 0.24784 1.83763 -0.44007 -0.68
```

Properties
Lowest unoccupied orbital energy   -13.45 eV
HOMO energy   -20.53 eV
Energy relative to the best compared isomer or geometry (same formula, charge and spin)   0.00 kcal per mole
Frontier orbital gap   7.077 eV
Net charge   +6



Record 2
Here is 14 unconnected molecules or ions with the total composition C28H84O14 from the Open Molecules 2025 dataset. Energies are from ωB97M-V with the def2-TZVPD basis set.

Structure (XYZ):
```
126
Properties=species:S:1:pos:R:3:mulliken_charge:R:1
C -13.13576 -16.96408 -4.74299 -0.65
C -13.24525 -15.44771 -4.64309 -0.28
O -12.03105 -14.72534 -4.71583 -0.50
H -14.13124 -17.40810 -4.68282 0.36
H -12.49594 -17.44619 -4.01018 0.24
H -12.79612 -17.16568 -5.76411 -0.04
H -13.67152 -15.13693 -3.68473 0.40
H -13.97059 -15.09065 -5.38487 0.20
H -11.66801 -14.75715 -5.61648 0.07
C -10.15486 -19.90696 -5.30961 -1.36
C -10.46993 -19.19876 -6.65098 0.95
O -9.72753 -19.75667 -7.70505 -0.64
H -10.22228 -20.99339 -5.41026 0.37
H -10.88447 -19.57638 -4.57165 0.30
H -9.11269 -19.77477 -5.00510 0.22
H -10.30592 -18.12906 -6.50768 -0.61
H -11.50554 -19.50167 -6.83395 0.41
H -8.94892 -19.23732 -7.93173 0.19
C -5.24300 -18.00828 -6.67338 -1.33
C -6.62143 -18.66766 -6.66923 -0.03
O -7.61515 -17.77309 -7.18832 0.22
H -5.03084 -17.59002 -7.66039 0.33
H -4.45880 -18.75119 -6.49147 0.41
H -5.03444 -17.23598 -5.93017 0.27
H -6.91208 -18.94154 -5.65430 0.07
H -6.51363 -19.46872 -7.40056 0.40
H -7.40423 -16.87326 -6.88474 -0.05
C -9.79929 -19.14813 -11.18509 -1.27
C -8.92978 -18.06116 -10.56234 0.94
O -7.74422 -18.65442 -10.03677 -0.68
H -10.71710 -18.68509 -11.56566 0.16
H -10.15218 -19.85647 -10.43335 0.33
H -9.29201 -19.66089 -11.99877 0.38
H -9.50908 -17.48036 -9.84257 -0.13
H -8.64357 -17.41862 -11.40185 0.08
H -7.70125 -18.33328 -9.12776 0.05
C -13.50270 -11.43430 -7.83804 -1.23
C -13.82922 -11.69914 -6.35908 0.31
O -15.08078 -11.13371 -5.95556 -0.53
H -14.36148 -11.71292 -8.46028 0.72
H -12.73371 -12.13034 -8.17553 -0.04
H -13.31921 -10.37817 -8.05587 0.43
H -13.06769 -11.29063 -5.69766 0.23
H -13.80399 -12.79147 -6.34442 -0.14
H -15.28096 -10.52431 -6.67533 0.34
C -14.36201 -15.60887 -11.74174 -0.29
C -15.84921 -15.60890 -11.46138 -0.58
O -16.26036 -16.96013 -11.27008 -0.53
H -14.05419 -16.23332 -12.57757 0.40
H -13.74543 -15.87839 -10.87801 -0.16
H -14.00172 -14.59772 -11.96765 0.20
H -16.32024 -15.23654 -12.37881 0.32
H -16.15250 -14.96936 -10.63258 0.34
H -16.77914 -17.03683 -10.46758 0.31
C -11.60589 -15.15449 -8.82115 -0.18
C -10.27090 -14.79096 -8.20492 1.92
O -10.42143 -14.10309 -6.97713 1.31
H -12.09314 -14.24571 -9.18803 -0.31
H -12.29110 -15.62807 -8.11254 0.10
H -11.52817 -15.85740 -9.65194 -0.05
H -9.65515 -14.24172 -8.92111 -0.65
H -9.70835 -15.71090 -8.00991 -0.94
H -10.11655 -13.18993 -7.00475 -0.77
C -10.96294 -15.53766 -12.46122 0.72
C -10.04234 -15.77365 -13.64597 -0.60
O -9.20803 -14.62521 -13.81759 -0.60
H -10.46627 -15.48261 -11.49161 -0.37
H -11.69766 -16.34328 -12.35704 0.03
H -11.53822 -14.61855 -12.58243 -0.12
H -10.51134 -15.99938 -14.60088 0.40
H -9.38801 -16.62527 -13.42552 0.21
H -8.50010 -14.70474 -13.16462 0.32
C -13.04071 -18.73800 -9.36268 -0.77
C -14.42197 -18.46888 -8.77226 -0.28
O -14.40010 -18.91153 -7.40827 -0.52
H -12.28353 -18.08257 -8.91874 -0.19
H -13.01340 -18.55984 -10.43705 0.40
H -12.69652 -19.74096 -9.11210 0.51
H -15.12688 -19.08171 -9.34365 0.37
H -14.67701 -17.40535 -8.75480 0.22
H -15.26614 -18.71757 -7.03671 0.28
C -7.86685 -16.40584 -3.63593 -1.53
C -8.40288 -15.67141 -4.85668 0.84
O -7.29846 -15.31379 -5.70272 -0.46
H -7.41242 -17.36304 -3.89543 0.21
H -8.64154 -16.62244 -2.89771 0.39
H -7.12551 -15.80323 -3.10793 0.35
H -8.94910 -14.77451 -4.56870 0.27
H -9.06896 -16.33051 -5.41831 -0.33
H -7.52320 -14.48504 -6.17792 0.19
C -5.03923 -13.58731 -7.26447 -1.09
C -5.97099 -12.40580 -7.44847 -0.12
O -7.28479 -12.96590 -7.20411 -0.36
H -5.44797 -14.44288 -7.80466 0.12
H -4.99340 -13.90426 -6.22245 0.23
H -4.02842 -13.40486 -7.62783 0.46
H -5.94770 -12.11950 -8.50076 0.12
H -5.84115 -11.57436 -6.76163 0.41
H -7.98898 -12.30648 -7.15300 0.08
C -9.21036 -9.68891 -5.89636 -1.34
C -10.11850 -10.82453 -6.31977 0.20
O -9.71995 -11.31035 -7.62520 -0.56
H -9.44610 -9.43048 -4.85879 0.40
H -9.35099 -8.84331 -6.56686 0.33
H -8.15237 -9.94746 -5.83677 0.25
H -11.17057 -10.54728 -6.39049 0.22
H -10.09075 -11.67942 -5.63924 0.12
H -10.11690 -10.78304 -8.32285 0.19
C -6.73230 -12.42377 -11.52167 -1.46
C -7.73919 -13.34080 -10.82174 1.24
O -7.65877 -14.64090 -11.37789 -0.38
H -6.71606 -11.44425 -11.03902 0.39
H -6.99783 -12.31994 -12.57566 0.39
H -5.72595 -12.84705 -11.51573 0.39
H -8.75028 -12.95850 -10.96070 -0.26
H -7.51955 -13.28214 -9.75001 -0.50
H -6.84977 -15.07307 -11.08576 0.20
C -12.55079 -11.67218 -11.49421 -0.35
C -11.41081 -11.59838 -12.49726 0.05
O -11.68695 -10.46595 -13.34727 -0.59
H -12.53710 -12.68584 -11.06791 -0.27
H -13.53316 -11.54939 -11.93805 0.40
H -12.33277 -11.03708 -10.63676 0.27
H -11.31029 -12.45945 -13.16437 0.28
H -10.45114 -11.50077 -11.97629 -0.06
H -10.92056 -10.37503 -13.92643 0.32
```

Properties
Lowest unoccupied orbital energy   0.04 eV
HOMO energy   -9.46 eV
Energy relative to the best compared isomer or geometry (same formula, charge and spin)   38.21 kcal per mole
Frontier orbital gap   9.501 eV



Record 3
Here is 14 unconnected molecules or ions with the total composition C28H84O28 from the Open Molecules 2025 dataset. Energies are from ωB97M-V with the def2-TZVPD basis set.

Structure (XYZ):
```
140
Properties=species:S:1:pos:R:3:mulliken_charge:R:1
C -4.38422 -1.44321 -0.28635 0.26
C -4.31387 -1.24563 1.26190 -0.40
O -4.25635 -2.47448 2.00380 -0.76
O -3.25858 -1.92197 -0.96861 0.14
H -4.64251 -0.45291 -0.62969 -0.67
H -5.23279 -2.10679 -0.51261 0.49
H -5.36078 -0.83762 1.42462 0.48
H -3.55728 -0.50792 1.54619 0.14
H -3.41908 -2.42184 2.46289 0.57
H -2.48987 -1.31716 -0.82488 -0.10
C -0.91693 -3.15253 0.96284 0.62
C -0.96024 -2.01670 2.01686 -0.05
O -1.77778 -2.31139 3.18165 -0.84
O 0.21391 -4.10460 1.33749 -0.59
H -0.65850 -2.78954 0.00969 -0.99
H -1.86925 -3.71144 0.99249 0.52
H -1.30891 -1.06332 1.54860 0.44
H 0.07099 -1.86616 2.39375 0.18
H -1.97049 -1.55457 3.75374 0.38
H -0.10028 -4.60604 2.09858 0.29
C -4.39421 2.87464 0.11237 -0.80
C -2.82786 2.73608 -0.02968 0.27
O -2.54547 1.41796 0.19823 1.49
O -4.89227 1.97974 1.16505 -0.75
H -4.79221 2.57478 -0.86002 0.29
H -4.62597 3.91323 0.45617 0.40
H -2.32199 3.41868 0.67498 0.11
H -2.56481 3.08494 -1.06953 -0.28
H -1.69131 1.08574 -0.08800 -1.30
H -4.81136 1.10437 0.85368 0.08
C -3.49834 2.41179 4.41923 -0.79
C -2.53596 1.40228 3.79135 1.43
O -2.87926 0.11054 4.24210 -0.59
O -4.82900 2.08613 4.06288 -0.62
H -3.13151 3.41329 4.24237 0.37
H -3.42711 2.23478 5.53228 0.40
H -1.51220 1.58949 4.08022 -0.69
H -2.64098 1.45849 2.66885 -0.29
H -3.79714 0.16118 4.15534 0.35
H -4.83746 2.29938 3.08127 0.45
C -5.10892 0.08492 -3.50665 0.38
C -4.40959 1.17754 -4.33908 -0.62
O -3.01699 1.36206 -3.93876 -0.42
O -4.63916 -1.22953 -3.96516 -0.65
H -6.14330 0.23422 -3.63886 0.57
H -4.95462 0.21550 -2.42536 -0.68
H -4.86624 2.12277 -4.25763 0.56
H -4.42034 0.68153 -5.29639 0.31
H -2.61617 0.46088 -3.96242 0.27
H -3.98170 -1.58474 -3.35758 0.27
C 3.52596 -4.54204 0.06012 -0.72
C 3.52158 -3.39491 1.08420 -0.66
O 2.85593 -2.21069 0.63530 0.29
O 2.19996 -4.67855 -0.49166 -0.53
H 3.84663 -5.44548 0.57750 0.32
H 4.21066 -4.37442 -0.77949 0.37
H 4.54461 -3.21696 1.39939 0.42
H 3.04422 -3.69993 2.00835 0.39
H 2.58205 -1.74765 1.47989 -0.19
H 1.61915 -4.52875 0.25518 0.21
C 5.09212 1.37657 2.24441 0.19
C 6.42635 1.03414 1.53980 -0.61
O 6.51173 -0.34057 0.98485 -0.69
O 4.75480 0.30430 3.15927 -0.62
H 4.30139 1.60724 1.54120 -0.23
H 5.13684 2.21556 2.95784 0.42
H 7.24375 1.11966 2.33565 0.28
H 6.61727 1.67506 0.68151 0.36
H 5.94819 -0.40697 0.18367 0.43
H 5.11360 -0.51486 2.75488 0.32
C -0.33873 -4.60063 -2.61845 -0.31
C -1.79458 -4.35170 -2.54099 -0.28
O -2.14765 -3.25647 -3.45092 -0.37
O 0.39294 -3.41239 -2.25912 -0.29
H -0.07558 -4.86949 -3.65836 0.24
H -0.05348 -5.36364 -1.89214 0.35
H -2.08593 -4.04174 -1.55749 -0.13
H -2.38067 -5.27919 -2.78707 0.39
H -2.27802 -3.58263 -4.31709 0.23
H 1.18074 -3.65774 -1.73102 0.20
C 4.48269 -0.06651 -2.01267 0.14
C 4.57247 -1.20574 -2.99684 -0.24
O 4.69318 -0.73197 -4.33705 -0.62
O 4.56717 -0.59443 -0.71709 -0.26
H 3.59677 0.55920 -2.15434 -0.16
H 5.38717 0.51698 -2.08023 0.44
H 3.67215 -1.77562 -2.89776 -0.04
H 5.33424 -1.94066 -2.72121 0.33
H 3.79822 -0.90097 -4.77054 0.38
H 3.78950 -1.02466 -0.32283 0.29
C -0.51960 3.53056 -2.66249 0.26
C 0.82700 4.02890 -2.96694 -1.02
O 1.66641 3.05444 -3.59491 -0.51
O -1.23818 3.42481 -3.93186 -0.61
H -1.05914 4.16466 -1.98458 0.52
H -0.48687 2.51306 -2.16428 -0.11
H 1.41602 4.44432 -2.13764 0.31
H 0.88163 4.83118 -3.68513 0.47
H 1.12859 2.73780 -4.32906 0.29
H -1.84932 2.62639 -3.92653 0.58
C -0.34879 -0.32455 -4.97537 -0.69
C 1.05833 -0.46731 -4.46970 0.11
O 1.39875 -1.80778 -4.36312 -0.60
O -1.33118 -0.68138 -4.00533 -0.49
H -0.50883 -1.04869 -5.80428 0.34
H -0.58218 0.68604 -5.27745 0.41
H 1.32068 0.15549 -3.57149 -0.22
H 1.64075 -0.04040 -5.31369 0.67
H 1.05601 -2.23022 -3.54563 0.37
H -1.29721 -1.62850 -3.97333 -0.04
C 2.01522 3.84321 3.09975 0.29
C 1.14304 4.03517 4.37092 0.10
O 0.27798 5.15766 4.09496 -0.57
O 1.15003 3.75213 1.99729 -0.38
H 2.53153 2.85905 3.13578 -0.32
H 2.84926 4.61708 2.95053 0.26
H 1.77718 4.23380 5.27971 0.43
H 0.50870 3.21527 4.53440 -0.34
H 0.46767 5.86012 4.72804 0.32
H 0.64185 4.55737 1.86872 0.22
C 0.51120 -0.47949 -0.70976 3.05
C 1.08734 0.83454 -0.20842 0.33
O 0.34402 1.27955 0.92295 -0.30
O -0.87812 -0.18053 -1.11459 1.53
H 0.56815 -1.22813 0.12417 -1.76
H 1.02310 -0.81729 -1.59903 -0.46
H 1.02666 1.62417 -1.04906 -0.85
H 2.16426 0.68519 -0.05707 -0.17
H 0.60313 2.22923 1.04554 -0.20
H -0.93894 -0.45307 -2.02919 -0.77
C 1.53859 0.44312 5.35280 -1.24
C 1.23766 0.17601 3.91204 1.67
O 2.05372 -0.77974 3.27144 -0.47
O 2.56591 1.42081 5.50544 -0.47
H 1.74491 -0.51083 5.78479 0.50
H 0.63693 0.87857 5.72215 0.40
H 1.09389 1.05849 3.26920 -0.60
H 0.22890 -0.34232 3.90586 -0.49
H 2.97432 -0.49301 3.27964 0.22
H 3.37594 0.92738 5.73092 0.34
```

Properties
Lowest unoccupied orbital energy   0.32 eV
HOMO energy   -9.42 eV
Energy relative to the best compared isomer or geometry (same formula, charge and spin)   24.18 kcal per mole
Frontier orbital gap   9.746 eV